Here is a molecular structure, C22H62InN4Na2O11S at a distorted geometry from OMol25. Energies are from wB97M-V/def2-TZVPD.

Structure (XYZ):
```
103
Properties=species:S:1:pos:R:3
In -2.490 0.908 2.674
Na -0.553 3.979 -0.173
Na -3.119 2.050 -1.442
S -0.658 0.642 -0.502
O -0.821 1.940 -1.127
O 0.167 -0.238 -1.303
O -0.057 0.923 0.811
O -2.004 0.172 -0.128
C 1.288 3.055 3.505
C 1.135 1.743 4.287
C 2.364 1.345 5.206
O 2.224 0.173 6.004
C 3.051 0.120 7.177
N -0.154 1.840 4.953
H 1.204 4.001 4.040
H 0.542 3.077 2.711
H 2.312 3.177 3.153
H 1.002 0.859 3.664
H 2.553 2.292 5.710
H 3.285 1.243 4.632
H 2.977 -0.741 7.842
H 2.845 1.044 7.717
H 4.112 0.245 6.959
H -0.467 2.765 5.211
H 0.051 1.467 5.869
C -5.698 0.548 -3.674
C -4.690 -0.367 -3.147
C -4.662 -1.784 -3.836
O -5.646 -2.741 -3.263
C -5.592 -4.020 -3.868
N -3.421 0.323 -3.182
H -5.648 0.617 -4.761
H -5.574 1.558 -3.284
H -6.726 0.332 -3.382
H -4.862 -0.709 -2.126
H -3.719 -2.316 -3.711
H -4.797 -1.674 -4.912
H -6.165 -4.043 -4.795
H -6.102 -4.754 -3.244
H -4.562 -4.357 -3.983
H -3.198 0.253 -4.165
H -2.720 -0.339 -2.881
C 2.989 5.083 0.454
C 2.914 4.142 -0.822
C 4.219 3.243 -0.868
O 5.457 3.984 -0.648
C 6.245 4.102 -1.855
N 1.753 3.244 -0.693
H 3.871 5.712 0.568
H 2.960 4.327 1.239
H 1.999 5.506 0.626
H 2.933 4.798 -1.692
H 4.136 2.505 -1.666
H 4.191 2.645 0.043
H 6.653 3.148 -2.189
H 7.144 4.649 -1.569
H 5.786 4.607 -2.705
H 1.574 2.693 -1.520
H 1.812 2.585 0.071
C -4.640 -1.787 0.210
C -4.413 -2.383 1.622
C -3.017 -2.951 1.870
O -2.015 -1.986 1.906
C -0.663 -2.373 2.224
N -4.617 -1.355 2.630
H -3.625 -1.662 -0.168
H -5.320 -0.974 -0.045
H -4.945 -2.677 -0.340
H -5.245 -3.072 1.773
H -2.833 -3.732 1.132
H -3.076 -3.502 2.808
H -0.596 -3.136 3.000
H -0.181 -1.522 2.707
H -0.174 -2.788 1.344
H -5.615 -1.222 2.713
H -4.452 -1.642 3.584
C 3.635 -0.931 -3.517
C 2.318 -0.073 -3.384
O 2.394 0.479 -2.126
H 3.754 -1.686 -2.740
H 4.431 -0.189 -3.577
H 3.580 -1.416 -4.491
H 1.469 -0.757 -3.385
H 2.253 0.626 -4.217
H 1.663 0.123 -1.616
C 0.335 -3.794 -2.450
C -1.022 -3.303 -2.119
O -1.054 -2.143 -2.887
H 1.132 -3.224 -1.974
H 0.630 -3.740 -3.498
H 0.504 -4.792 -2.046
H -1.173 -3.227 -1.042
H -1.696 -4.052 -2.534
H -0.568 -1.467 -2.409
C 4.175 -1.236 0.921
C 2.694 -1.276 0.964
O 2.393 -0.085 1.642
H 4.346 -0.379 0.270
H 4.720 -2.103 0.549
H 4.615 -0.842 1.837
H 2.426 -2.165 1.534
H 2.302 -1.393 -0.046
H 1.530 0.229 1.362
```

Results
**Charge**: +3
**LUMO**: -14.01 eV
**Total energy**: -77111.925 eV
**Strongest force on any atom**: 3.7 eV/A
**Kohn-Sham gap**: 1.61 eV

These are the Mulliken partial charges, in e, on atoms 1 to 5:
1 In 1.05
2 Na 0.96
3 Na 0.90
4 S 0.74
5 O -1.21

Here is C6H10ClN in the gas phase at a distorted geometry from OMol25. Energies are from wB97M-V/def2-TZVPD.

Structure (XYZ):
```
18
Properties=species:S:1:pos:R:3
C 2.935 -1.319 -0.446
C 2.163 -1.711 0.539
Cl 2.795 -2.135 2.124
C 0.676 -1.844 0.445
N 0.169 -0.927 -0.481
C -0.558 0.065 -0.171
C -1.112 0.439 1.207
C -0.937 0.988 -1.277
H 2.667 -1.045 -1.468
H 3.925 -1.131 -0.045
H 0.376 -2.883 0.217
H 0.204 -1.677 1.513
H -2.066 1.001 1.025
H -0.487 1.148 1.879
H -1.435 -0.303 1.834
H -0.187 0.596 -2.100
H -0.590 1.906 -0.846
H -1.997 0.979 -1.568
```

Results
**Charge**: 0
**LUMO**: 0.89 eV
**Total energy**: -20394.814 eV
**Structure (SMILES)**: C=C(Cl)CN=C(C)C
**Strongest force on any atom**: 3.7 eV/A
**Kohn-Sham gap**: 10.17 eV

These are the Mulliken partial charges, in e, on atoms 1 to 5:
1 C -0.76
2 C 0.38
3 Cl -0.20
4 C -0.57
5 N -0.42

Here is 2 unconnected molecules or ions with the total composition C4H7NS at a distorted geometry from OMol25. Energies are from wB97M-V/def2-TZVPD.

Structure (XYZ):
```
13
Properties=species:S:1:pos:R:3
C 1.720 -0.743 -0.112
C 3.008 -0.910 -0.109
C -0.848 1.453 0.036
C -0.596 -0.007 0.360
N 0.548 -0.756 0.154
S -3.184 -0.619 -0.169
H 3.452 -1.182 -0.994
H 3.493 -0.760 0.806
H 0.015 2.093 -0.186
H -1.604 1.535 -0.842
H -1.276 1.820 0.868
H -3.607 -1.542 -1.148
H -1.120 -0.381 1.336
```

Results
**Charge**: 0
**LUMO**: -1.74 eV
**Total energy**: -16581.687 eV
**Strongest force on any atom**: 4.7 eV/A
**Kohn-Sham gap**: 6.68 eV

These are the Mulliken partial charges, in e, on atoms 1 to 5:
1 C 0.69
2 C -1.08
3 C -0.87
4 C -0.20
5 N -0.25

Here is a molecular structure, C32H69AsGeN14RbSi5 from OMol25. Energies are from wB97M-V/def2-TZVPD.

Structure (XYZ):
```
123
Properties=species:S:1:pos:R:3
Rb 1.013 -2.760 0.951
C 5.934 0.021 0.127
C 4.440 -0.185 0.169
N 3.722 -0.583 -0.802
C 4.211 -0.904 -2.118
C 3.181 -1.728 -2.903
N 1.847 -1.137 -2.950
C 1.018 -1.581 -1.836
C -0.341 -0.895 -1.729
N -1.165 -1.582 -0.734
C -2.171 -0.787 -0.036
C -2.130 -1.017 1.482
N -0.820 -0.629 1.950
C -0.487 -0.471 3.157
C -1.331 -0.703 4.376
C 0.971 -0.067 3.353
C 1.405 1.126 4.305
C 3.561 1.879 3.314
C 4.201 1.223 2.317
C 3.681 0.232 1.383
N 2.527 -0.368 1.511
H 6.395 -0.557 -0.672
H 6.393 -0.259 1.076
H 6.153 1.077 -0.050
H 5.163 -1.457 -2.122
H 4.373 0.039 -2.654
H 3.148 -2.743 -2.472
H 3.554 -1.835 -3.925
H 1.396 -1.364 -3.827
H 1.586 -1.323 -0.950
H 0.863 -2.679 -1.860
H -0.810 -0.844 -2.723
H -0.167 0.132 -1.399
H -1.618 -2.383 -1.180
H -3.180 -1.001 -0.413
H -1.979 0.275 -0.206
H -2.297 -2.080 1.698
H -2.941 -0.458 1.970
H -1.315 -1.774 4.598
H -2.362 -0.396 4.203
H -0.938 -0.171 5.243
H 0.613 1.664 4.828
H 4.156 2.471 4.006
H 5.270 1.397 2.254
N 2.304 -2.078 4.506
C 1.855 -3.203 3.802
N 2.663 -4.035 3.155
N 1.833 -4.957 2.645
N 0.598 -4.661 2.961
N 0.576 -3.552 3.716
C 1.861 -0.803 4.372
N 2.174 0.180 5.146
N 2.162 2.030 3.434
N 1.634 1.745 2.118
N 1.545 0.372 2.108
H 3.103 -2.191 5.109
C 2.873 4.989 1.554
Si 1.602 4.330 0.335
C 2.441 3.120 -0.827
C 1.039 5.814 -0.700
Ge -0.237 3.245 1.368
Si -2.113 3.548 -0.077
C -1.774 2.803 -1.775
C -3.658 2.751 0.660
C -2.635 5.328 -0.495
Si -0.994 4.228 3.391
C 0.400 4.746 4.547
C -2.120 3.031 4.320
C -2.056 5.778 3.151
H 3.701 5.464 1.017
H 3.273 4.169 2.153
H 2.436 5.728 2.230
H 3.324 3.553 -1.308
H 1.760 2.776 -1.610
H 2.736 2.253 -0.238
H 1.900 6.364 -1.094
H 0.435 6.503 -0.104
H 0.433 5.485 -1.547
H -1.572 1.732 -1.741
H -0.898 3.288 -2.214
H -2.621 2.965 -2.449
H -3.457 1.746 1.034
H -4.461 2.686 -0.080
H -4.021 3.353 1.498
H -1.867 5.825 -1.089
H -2.834 5.940 0.384
H -3.552 5.281 -1.095
H 1.222 4.028 4.525
H 0.035 4.852 5.573
H 0.795 5.715 4.230
H -1.601 2.112 4.591
H -2.973 2.752 3.697
H -2.502 3.491 5.237
H -1.525 6.517 2.547
H -2.284 6.228 4.124
H -3.002 5.553 2.653
C -3.697 -1.276 -4.424
Si -3.067 -3.053 -4.575
C -4.162 -3.867 -5.893
C -1.377 -2.921 -5.431
As -3.188 -4.005 -2.487
Si -1.913 -5.876 -2.893
C -2.179 -7.090 -1.470
C -2.340 -6.839 -4.470
C -0.043 -5.600 -3.014
H -3.812 -0.790 -5.398
H -3.002 -0.682 -3.827
H -4.663 -1.258 -3.914
H -4.110 -3.328 -6.846
H -5.201 -3.879 -5.556
H -3.860 -4.902 -6.064
H -1.478 -2.337 -6.353
H -0.972 -3.901 -5.697
H -0.651 -2.422 -4.783
H -3.232 -7.378 -1.418
H -1.910 -6.626 -0.519
H -1.576 -7.995 -1.593
H -3.405 -7.079 -4.492
H -1.767 -7.772 -4.526
H -2.113 -6.251 -5.364
H 0.403 -5.268 -2.073
H 0.160 -4.823 -3.755
H 0.479 -6.511 -3.329
```

Results
**Charge**: -2
**<S²>**: 0.757
**LUMO (alpha / beta)**: 3.73 / 3.73 eV
**Total energy**: -212563.397 eV
**Strongest force on any atom**: 0.4 eV/A
**Kohn-Sham gap (alpha / beta)**: 4.95 / 5.42 eV
**2S+1**: 2

These are the Mulliken partial charges, in e, on atoms 1 to 5:
1 Rb 0.66
2 C -2.01
3 C 0.56
4 N 0.22
5 C -0.91

Here is C5H12N2O in the gas phase at a distorted geometry from OMol25. Energies are from wB97M-V/def2-TZVPD.

Structure (XYZ):
```
20
Properties=species:S:1:pos:R:3
C -0.884 -2.947 1.451
C -1.285 -1.415 1.006
C -0.204 -0.521 1.419
C 0.551 -0.033 0.199
O 1.663 -0.481 -0.121
N 0.036 1.066 -0.447
C 0.685 1.585 -1.635
N -0.259 2.721 -1.820
H 0.128 -3.148 1.142
H -0.899 -2.964 2.518
H -1.595 -3.666 1.122
H -2.253 -1.331 1.552
H -1.457 -1.523 -0.062
H 0.626 -0.968 2.013
H -0.413 0.365 2.148
H -0.668 1.609 0.092
H 1.706 1.952 -1.492
H 0.672 0.807 -2.464
H -0.980 2.562 -2.451
H 0.201 3.628 -1.918
```

Results
**Charge**: 0
**LUMO**: 0.97 eV
**Total energy**: -10406.521 eV
**Structure (SMILES)**: CCCC(=O)NCN
**Strongest force on any atom**: 5.0 eV/A
**Kohn-Sham gap**: 10.09 eV

These are the Mulliken partial charges, in e, on atoms 1 to 5:
1 C -1.33
2 C -0.36
3 C -0.70
4 C 0.43
5 O -0.65

Here is a molecular structure, C4H6O2 from OMol25. Energies are from wB97M-V/def2-TZVPD.

Structure (XYZ):
```
12
Properties=species:S:1:pos:R:3
C 0.438 0.305 1.544
C -0.064 -0.067 0.189
C 0.743 -0.474 -1.576
O 0.641 -1.110 -0.431
C -1.381 0.164 -0.314
O -1.759 -0.059 -1.462
H -0.256 0.990 2.040
H 0.567 -0.583 2.179
H 1.411 0.807 1.490
H 0.495 -1.021 -2.481
H 1.253 0.481 -1.618
H -2.088 0.566 0.440
```

Results
**Charge**: 0
**LUMO (alpha / beta)**: -0.23 / -0.22 eV
**Total energy**: -8336.431 eV
**Strongest force on any atom**: 0.3 eV/A
**Kohn-Sham gap (alpha / beta)**: 7.94 / 7.95 eV

These are the Mulliken partial charges, in e, on atoms 1 to 5:
1 C -1.15
2 C 0.37
3 C -0.21
4 O -0.27
5 C 0.04